{
  "formula": "C4H7OTb",
  "method": "ωB97M-V/def2-TZVPD",
  "spin_multiplicity": 8,
  "s_squared": 16.6093,
  "orbital_gap_ev": [6.2084, 5.9727],
  "lumo_ev": [-16.82, -16.85],
  "homo_energy_ev": [-23.0, -22.8],
  "charge": 3,
  "energy_ev": -28704.4020,
  "elements": ["C", "C", "C", "O", "Tb", "H", "H", "H", "H", "C", "H", "H", "H"],
  "positions_angstrom": [[1.49513, -1.65896, -0.53793], [0.54292, -0.69870, 0.13563], [-0.36156, -1.19794, 1.18842], [-1.19431, -0.39764, 1.80669], [-2.33497, 1.61392, 1.82485], [1.57810, -2.64597, -0.07358], [0.07094, 0.03614, -0.52315], [1.48269, -1.63810, -1.62848], [0.54562, -1.56594, 1.86221], [2.14170, -0.52428, 0.17862], [2.56177, -0.69278, 1.17114], [2.53536, 0.31777, -0.38957], [-0.95217, -2.12711, 0.90154]],
  "mulliken_spin": [-0.05, -0.40, -0.08, 0.70, 7.05, -0.02, -0.04, -0.04, 0.14, -0.25, -0.02, -0.01, 0.02]
}



{
  "formula": "C4H7P",
  "method": "ωB97M-V/def2-TZVPD",
  "relative_energy_ev": 2.5275,
  "smiles": "C#CP(C)C",
  "orbital_gap_ev": 9.6722,
  "lumo_ev": 1.06,
  "homo_energy_ev": -8.6,
  "charge": 0,
  "energy_ev": -13546.7464,
  "elements": ["C", "C", "C", "C", "P", "H", "H", "H", "H", "H", "H", "H"],
  "positions_angstrom": [[2.58366, -0.33764, -0.43229], [1.49192, -0.10748, 0.08289], [-1.10719, -1.38078, 0.34127], [-0.72147, 1.53694, -0.19978], [0.05362, 0.29784, 1.00227], [3.59634, -0.41492, -0.71520], [-0.61696, -2.16329, 1.04714], [-0.75688, -1.40218, -0.61851], [-2.01257, -0.99332, 0.62066], [-1.46654, 1.95618, 0.36985], [-1.04272, 0.81694, -1.08498], [-0.00121, 2.19169, -0.41331]],
  "lowdin_charge": [0.05, -0.45, -0.17, -0.29, 0.84, 0.01, 0.06, -0.04, -0.03, -0.02, 0.09, -0.03]
}



{
  "formula": "C4H7P",
  "method": "ωB97M-V/def2-TZVPD",
  "relative_energy_ev": 2.6615,
  "smiles": "C1CC1.C#P",
  "orbital_gap_ev": 10.2869,
  "lumo_ev": 0.23,
  "homo_energy_ev": -10.1,
  "charge": 0,
  "energy_ev": -13546.6124,
  "elements": ["C", "C", "C", "C", "P", "H", "H", "H", "H", "H", "H", "H"],
  "positions_angstrom": [[2.54334, 0.18657, 0.08455], [-0.87129, 0.76609, 0.25861], [-0.83733, -0.65985, 0.53843], [-0.72228, -0.20693, -0.92834], [3.18151, -1.01149, 0.86100], [-1.63386, -0.38448, -1.51993], [-1.86012, 1.13299, 0.31126], [-0.07102, 1.47710, 0.42717], [-0.00421, -1.10657, 0.99560], [-1.84348, -0.94332, 0.62333], [0.20916, -0.23867, -1.53518], [1.90957, 0.98855, -0.11650]],
  "lowdin_charge": [-0.52, -0.20, -0.18, -0.15, 0.69, 0.09, 0.08, 0.08, 0.05, 0.08, 0.08, -0.10]
}



{
  "formula": "C4H7PS",
  "method": "ωB97M-V/def2-TZVPD",
  "relative_energy_ev": 1.8239,
  "orbital_gap_ev": 8.4060,
  "lumo_ev": 0.34,
  "homo_energy_ev": -8.1,
  "charge": 0,
  "energy_ev": -24382.5790,
  "elements": ["C", "C", "C", "C", "P", "S", "H", "H", "H", "H", "H", "H", "H"],
  "positions_angstrom": [[0.08920, 0.89597, 0.12853], [0.70216, -0.09952, -0.84855], [-1.09359, 0.24101, 0.72504], [-1.17566, -1.27471, 0.76027], [1.16889, -1.56896, 0.17980], [-2.15853, -0.60381, -0.52246], [0.92276, 1.01389, 0.88192], [-0.20181, 1.82622, -0.42386], [0.14241, -0.28171, -1.78164], [1.53762, 0.42826, -1.28309], [-1.76025, 0.78720, 1.46280], [-1.67010, -2.08674, 1.34262], [1.12746, -2.73253, -0.67516]],
  "lowdin_charge": [-0.34, -0.59, -0.60, -0.56, 0.89, 0.80, 0.11, 0.13, 0.06, 0.06, 0.12, 0.06, -0.13]
}



{
  "formula": "C4H8",
  "method": "ωB97M-V/def2-TZVPD",
  "relative_energy_ev": 3.3283,
  "smiles": "C=C1CC1.[H][H]",
  "orbital_gap_ev": 10.4162,
  "lumo_ev": 1.17,
  "homo_energy_ev": -9.2,
  "charge": 0,
  "energy_ev": -4273.8650,
  "elements": ["C", "C", "C", "C", "H", "H", "H", "H", "H", "H", "H", "H"],
  "positions_angstrom": [[1.76735, 1.18275, -0.07976], [0.34989, 1.18657, 0.00388], [0.73199, 1.35485, 1.35995], [-0.70967, 1.07511, -0.75628], [2.36666, 0.28724, 0.04318], [2.36796, 2.07419, 0.05598], [-3.19416, -6.35177, -1.17171], [0.92014, 2.33905, 1.76459], [1.00515, 0.51327, 1.98108], [-1.70983, 1.14869, -0.36007], [-3.39711, -5.64357, -1.05346], [-0.49837, 0.83363, -1.78739]],
  "lowdin_charge": [-0.02, -0.48, -0.02, 0.07, 0.08, 0.08, 0.00, 0.08, 0.08, 0.06, 0.00, 0.07]
}



{
  "formula": "C4H8",
  "method": "ωB97M-V/def2-TZVPD",
  "relative_energy_ev": 3.5443,
  "smiles": "C=C.C=C",
  "orbital_gap_ev": 9.3125,
  "lumo_ev": 1.16,
  "homo_energy_ev": -8.2,
  "charge": 0,
  "energy_ev": -4273.6489,
  "elements": ["C", "C", "C", "C", "H", "H", "H", "H", "H", "H", "H", "H"],
  "positions_angstrom": [[1.51793, 0.31231, -0.01676], [0.67712, 0.17460, -0.99781], [-1.26200, 0.18707, 0.11492], [-0.85786, -0.64812, 0.95501], [2.19067, -0.49832, 0.39059], [1.46649, 1.26267, 0.44319], [0.55742, -0.70037, -1.65167], [0.15542, 0.98957, -1.42245], [-1.76956, -0.35379, -0.73326], [-1.34021, 1.25803, 0.28778], [-1.06267, -1.61217, 0.82198], [-0.27273, -0.37148, 1.80848]],
  "lowdin_charge": [-0.11, -0.17, -0.17, -0.12, 0.09, 0.05, 0.09, 0.05, 0.11, 0.09, 0.03, 0.08]
}



{
  "formula": "C4H82N2O39",
  "method": "ωB97M-V/def2-TZVPD",
  "relative_energy_ev": 0.0000,
  "orbital_gap_ev": 9.1530,
  "lumo_ev": -0.61,
  "homo_energy_ev": -9.8,
  "charge": 0,
  "energy_ev": -88312.1171,
  "elements": ["C", "C", "C", "N", "O", "C", "N", "O", "H", "H", "H", "H", "H", "H", "H", "H", "O", "H", "H", "O", "H", "H", "O", "H", "H", "O", "H", "H", "O", "H", "H", "O", "H", "H", "O", "H", "H", "O", "H", "H", "O", "H", "H", "O", "H", "H", "O", "H", "H", "O", "H", "H", "O", "H", "H", "O", "H", "H", "O", "H", "H", "O", "H", "H", "O", "H", "H", "O", "H", "H", "O", "H", "H", "O", "H", "H", "O", "H", "H", "O", "H", "H", "O", "H", "H", "O", "H", "H", "O", "H", "H", "O", "H", "H", "O", "H", "H", "O", "H", "H", "O", "H", "H", "O", "H", "H", "O", "H", "H", "O", "H", "H", "O", "H", "H", "O", "H", "H", "O", "H", "H", "O", "H", "H", "O", "H", "H"],
  "positions_angstrom": [[2.29277, 0.36992, 3.56038], [2.15832, 0.56006, 2.12599], [3.13177, -0.02995, 1.22124], [1.09883, 1.21221, 1.77784], [1.36662, 2.18523, 0.66723], [2.48662, 2.95660, 0.92025], [3.44747, 2.80634, -0.04499], [2.53285, 3.71387, 1.84443], [3.02148, -0.36871, 3.84045], [1.31191, 0.06200, 3.90929], [2.46438, 1.33601, 4.00757], [4.13522, 0.27672, 1.46759], [3.06294, -1.10378, 1.25596], [2.97140, 0.30775, 0.21170], [4.36765, 2.76658, 0.37108], [3.29168, 1.97931, -0.59956], [0.28231, -0.84734, -0.56784], [-0.63311, -1.06405, -0.35530], [0.42986, 0.00811, -0.15377], [5.80647, 0.19642, -0.48279], [6.37247, -0.58218, -0.53873], [6.39200, 0.91776, -0.74111], [1.07197, -2.53288, 3.50132], [0.85823, -2.15708, 2.63991], [0.73483, -3.43527, 3.44031], [-0.61389, 4.64061, 0.86951], [-0.02956, 3.87272, 0.95025], [-0.07087, 5.30854, 0.43498], [5.35112, -1.24819, 2.84965], [5.69331, -2.11243, 3.10950], [5.62948, -1.16202, 1.92934], [-0.33918, 2.74062, -1.79911], [0.40360, 2.64549, -2.40420], [0.05416, 2.71787, -0.91084], [-0.59247, 2.23696, -4.58016], [-0.19544, 1.36346, -4.66857], [-1.26660, 2.12178, -3.90158], [-0.62413, -4.59117, 4.58693], [-1.49706, -5.00840, 4.59207], [-0.74613, -3.78275, 5.09721], [0.81551, -5.95156, 2.08603], [-0.03246, -6.06490, 1.63989], [0.60501, -5.87607, 3.02612], [-2.39018, -0.26265, -1.40233], [-2.37327, 0.49579, -1.99965], [-2.99670, -0.89209, -1.81846], [-0.71684, 7.57852, 2.19937], [-1.29785, 6.93055, 1.78444], [-0.19162, 7.05358, 2.81412], [-3.33565, 4.93990, 1.97855], [-2.50183, 4.72513, 1.53637], [-3.90930, 5.25930, 1.27437], [-5.06328, 7.01245, 3.66955], [-5.15182, 6.60512, 4.53939], [-4.54201, 6.34839, 3.20709], [-3.59355, 1.38964, -3.68646], [-4.47686, 1.14393, -3.38157], [-3.50921, 2.32731, -3.46961], [-0.23928, 3.68760, -7.04813], [-0.37551, 3.32324, -6.15703], [0.26823, 3.01372, -7.51124], [-0.67647, 6.49589, -5.97743], [-1.56549, 6.16618, -5.81774], [-0.23389, 5.77217, -6.43891], [5.30590, 0.48270, 5.66228], [5.67085, -0.36853, 5.91990], [5.62320, 0.61878, 4.76252], [2.26645, -3.43564, 0.95996], [1.99713, -3.12411, 0.08801], [1.73346, -4.23310, 1.07088], [7.38100, 0.93755, 2.66117], [7.12774, 1.29930, 1.80715], [6.88045, 0.11480, 2.73709], [-3.91336, -2.54550, -2.21188], [-3.39835, -3.32479, -2.45930], [-4.63847, -2.87552, -1.66927], [-1.24076, -3.97470, -2.85534], [-0.57939, -4.67717, -2.91361], [-0.75476, -3.17135, -3.06814], [1.48809, -5.24687, -1.13469], [1.79902, -6.09525, -0.79705], [1.73959, -5.25305, -2.06559], [0.34286, -5.58456, -4.78107], [0.26286, -4.83298, -5.37862], [-0.17026, -6.28023, -5.21198], [-3.04839, 3.55489, -0.78333], [-2.29132, 3.07425, -1.14027], [-2.78866, 4.47766, -0.86555], [3.15417, -5.80851, -3.96576], [3.96866, -5.59276, -4.42995], [2.50582, -5.99294, -4.65668], [-4.49543, 4.48068, 4.99359], [-4.03611, 4.26548, 4.17046], [-5.35636, 4.05871, 4.90702], [-4.79051, -1.37308, -4.81403], [-3.99864, -1.23944, -5.34187], [-4.47180, -1.65471, -3.94604], [0.69532, -7.35894, 5.40979], [1.58669, -7.55315, 5.10521], [0.70972, -6.42957, 5.67262], [-1.26320, -5.84199, -0.14855], [-1.19836, -5.02835, -0.66146], [-1.60058, -6.50166, -0.76109], [-3.16911, 9.48240, 1.98619], [-2.67893, 8.65772, 1.92116], [-3.87130, 9.28927, 2.61840], [-1.22676, -7.37357, -6.91310], [-0.79150, -8.19553, -7.16078], [-1.95830, -7.28385, -7.53154], [2.37955, 5.43764, -6.68239], [2.33828, 6.08870, -7.38927], [1.68661, 4.79931, -6.88735], [-5.44848, 0.53675, -0.36746], [-4.69495, 0.12673, -0.81017], [-5.15737, 1.44321, -0.20307], [0.58098, 10.34599, 2.18037], [0.23299, 10.51663, 1.30041], [0.14188, 9.52846, 2.44467], [-2.33146, -6.62151, 5.64844], [-2.59505, -7.26241, 6.31506], [-1.55937, -7.02384, 5.22644], [2.92519, -7.06729, 1.12998], [3.30165, -7.94041, 0.98132], [2.16580, -7.22008, 1.70811], [-5.71981, -1.23939, 2.15722], [-5.82155, -0.74954, 1.33127], [-5.06214, -0.73963, 2.64932]],
  "lowdin_charge": [-0.01, -0.39, -0.03, 0.16, -0.12, -0.63, 0.19, 0.14, 0.07, 0.10, 0.10, 0.06, 0.09, 0.06, 0.11, 0.08, -0.06, 0.02, -0.01, -0.04, 0.05, 0.05, -0.06, 0.03, -0.01, -0.04, 0.03, 0.07, -0.04, 0.08, 0.03, -0.05, 0.05, 0.02, -0.03, 0.07, 0.02, -0.05, 0.03, 0.06, -0.05, 0.04, 0.03, -0.06, 0.01, -0.01, -0.04, 0.02, 0.07, -0.05, -0.01, 0.05, -0.07, 0.02, -0.02, -0.05, 0.05, 0.04, -0.06, 0.01, 0.05, -0.06, 0.03, -0.02, -0.05, 0.03, 0.00, -0.07, 0.02, -0.01, -0.05, 0.02, -0.01, -0.04, 0.04, 0.08, -0.05, 0.01, 0.05, -0.05, 0.03, 0.01, -0.04, 0.06, 0.03, -0.05, -0.01, 0.03, -0.06, 0.04, 0.01, -0.05, 0.02, 0.05, -0.06, 0.03, -0.01, -0.05, 0.04, 0.03, -0.05, 0.02, 0.05, -0.06, -0.01, 0.03, -0.05, 0.05, 0.05, -0.06, 0.04, -0.01, -0.05, 0.01, 0.05, -0.07, 0.03, -0.01, -0.06, 0.05, 0.01, -0.07, 0.04, 0.00, -0.07, -0.01, 0.03]
}



{
  "formula": "C4H8AlO2",
  "method": "ωB97M-V/def2-TZVPD",
  "relative_energy_ev": 0.7720,
  "spin_multiplicity": 2,
  "s_squared": 1.0606,
  "orbital_gap_ev": [6.2816, 8.3886],
  "lumo_ev": [-11.19, -10.71],
  "homo_energy_ev": [-17.5, -19.1],
  "charge": 2,
  "energy_ev": -14946.5858,
  "elements": ["H", "C", "C", "O", "Al", "H", "H", "O", "C", "C", "H", "H", "H", "H", "H"],
  "positions_angstrom": [[-2.45646, -0.76884, -2.07676], [-0.63241, 0.30174, -1.69362], [-1.61180, -0.62194, -1.38721], [-1.53511, -1.49483, -0.39225], [-0.63387, -1.58743, 0.91591], [0.35068, -0.11147, -1.94873], [-0.96033, 1.31500, -1.93903], [0.63493, -0.57264, 2.02840], [0.69150, 0.67084, 1.29491], [1.30312, 0.38179, -0.03212], [0.61753, -0.42423, 2.97991], [1.29406, 1.39795, 1.86338], [-0.35657, 0.98624, 1.18709], [1.45822, -0.67297, -0.27289], [1.83650, 1.20079, -0.52698]],
  "mulliken_spin": [-0.02, -0.32, -0.10, -0.01, 0.92, -0.02, -0.01, 0.02, 0.02, 0.47, 0.00, 0.02, 0.02, 0.01, 0.01]
}